(1)
ORCA calculation (the ωB97M-V functional and the def2-TZVPD basis) on a cluster of 2 separate species, C3H10NOS in total in a non-equilibrium geometry.

Geometry as XYZ:
```
16
Properties=species:S:1:pos:R:3:lowdin_charge:R:1
S 1.10 2.31 -1.41 0.19
O 1.94 1.65 1.61 -0.16
N -0.71 -1.47 -0.50 -0.13
C 0.28 -0.28 -0.51 -0.33
C 0.09 0.78 -1.60 -0.76
C -1.13 -1.67 0.90 -0.18
H 1.50 2.28 2.17 -0.01
H -2.10 -1.29 1.23 0.06
H 0.31 0.27 -2.56 0.04
H 1.56 1.78 0.70 -0.12
H -0.38 -1.27 1.57 0.07
H -0.97 1.07 -1.62 0.03
H -1.31 -2.75 1.08 0.06
H -1.46 -1.05 -1.05 0.07
H 1.31 -0.61 -0.39 0.10
H -0.05 0.26 0.39 0.07
```

Computed properties:
charge	-1
HOMO level	-2.8	eV


(2)
ORCA calculation (the ωB97M-V functional and the def2-TZVPD basis) on the ion C3H10NOS with charge +1 in a non-equilibrium geometry.

Geometry as XYZ:
```
16
Properties=species:S:1:pos:R:3:lowdin_charge:R:1
S 0.13 2.52 -1.14 0.80
O -0.27 -2.31 0.55 -0.05
N 1.25 -0.18 -0.52 0.19
C -0.49 -0.98 0.98 -0.21
C -0.59 1.35 0.03 -0.49
C -0.21 -0.14 -0.24 -0.35
H -1.51 -0.84 1.34 0.14
H -1.66 1.41 0.01 0.09
H 1.55 -1.09 -0.88 0.18
H -0.75 -0.46 -1.12 0.16
H -0.18 1.59 1.02 0.09
H -0.12 -2.91 1.31 0.12
H 1.82 0.05 0.30 0.18
H -0.67 2.24 -2.18 -0.10
H 1.45 0.54 -1.24 0.10
H 0.23 -0.78 1.78 0.14
```

Computed properties:
charge	+1
HOMO level	-13.9	eV
SMILES string	[NH3+][C@@H](CO)CS


(3)
ORCA calculation (the ωB97M-V functional and the def2-TZVPD basis) on a cluster of 3 separate species, C3H10NOS2 in total in a non-equilibrium geometry.

Geometry as XYZ:
```
17
Properties=species:S:1:pos:R:3:lowdin_charge:R:1
S 4.98 -0.20 0.02 0.45
S 2.03 0.39 0.49 0.84
O -3.52 0.02 0.16 -0.06
N -0.58 0.26 -0.10 -0.05
C -4.65 -0.40 0.39 -0.05
C 0.37 0.58 0.78 -0.43
C -0.33 -0.49 -1.26 -0.05
H 0.03 0.95 1.77 0.12
H 5.76 0.81 0.54 -0.16
H -1.00 -1.31 -1.22 0.11
H 0.72 -0.85 -1.29 0.08
H 2.63 1.16 1.48 -0.03
H -0.41 0.18 -2.02 0.09
H 5.94 -0.39 -0.90 -0.20
H -5.49 -0.64 -0.39 0.13
H -4.88 -0.51 1.42 0.07
H -1.60 0.43 0.14 0.14
```

Computed properties:
charge	+1
HOMO level	-12.8	eV


(4)
ORCA calculation (the ωB97M-V functional and the def2-TZVPD basis) on a cluster of 2 separate species, C3H10NP in total in a non-equilibrium geometry.

Geometry as XYZ:
```
15
Properties=species:S:1:pos:R:3:lowdin_charge:R:1
P 0.77 0.14 0.29 0.72
N 2.23 -0.44 0.69 -0.28
C 0.68 -0.03 -1.57 -0.24
C 0.23 1.90 0.58 -0.26
C -2.14 -1.83 0.62 0.03
H -1.75 -2.05 -0.42 -0.01
H -0.72 2.19 0.17 0.03
H 2.48 -0.27 1.70 -0.02
H 0.34 2.20 1.60 0.02
H -0.20 -0.61 -1.87 0.02
H 0.61 0.94 -1.93 -0.01
H -3.04 -1.22 0.73 -0.03
H 1.46 -0.68 -1.96 0.04
H -2.01 -2.56 1.39 -0.04
H 1.06 2.32 -0.03 0.04
```

Computed properties:
HOMO level (spin up / spin down)	-8.7 / -7.2	eV


(5)
ORCA calculation (the ωB97M-V functional and the def2-TZVPD basis) on a structure of composition C3H10NP2 in a non-equilibrium geometry.

Geometry as XYZ:
```
16
Properties=species:S:1:pos:R:3:lowdin_charge:R:1
P -1.22 -1.57 0.09 0.70
P -2.61 0.04 -0.33 0.70
N 0.13 1.03 -0.05 0.03
C 1.47 -1.23 -0.41 -0.09
C -1.26 1.37 0.25 -0.40
C 0.25 -0.75 0.43 -0.51
H 0.49 -0.66 1.43 0.07
H 1.11 -1.50 -1.32 0.02
H 1.69 -2.25 -0.03 0.12
H -0.90 -2.01 -1.31 -0.02
H 0.44 1.05 -0.97 0.12
H -1.53 2.40 -0.18 0.13
H -3.21 -0.03 0.90 -0.12
H 2.29 -0.63 -0.24 0.06
H 0.72 1.65 0.44 0.14
H -1.44 1.19 1.27 0.04
```

Computed properties:
charge	+1
HOMO level	-13.4	eV


(6)
ORCA calculation (the ωB97M-V functional and the def2-TZVPD basis) on the ion C3H10NP2 with charge +1 in a non-equilibrium geometry.

Geometry as XYZ:
```
16
Properties=species:S:1:pos:R:3:lowdin_charge:R:1
P 0.18 1.25 -2.34 0.85
P 0.46 -0.50 -1.09 0.85
N 0.98 -1.44 1.55 0.04
C -0.34 1.12 -0.52 -0.65
C 1.63 -1.14 0.33 -0.38
C -1.89 1.02 -0.32 -0.11
H -2.40 0.78 -1.16 0.03
H 0.47 -0.69 1.98 0.09
H -0.59 -1.35 -1.07 -0.02
H 2.08 -1.93 -0.11 0.03
H 0.62 -2.38 1.61 0.10
H 0.24 1.66 0.09 0.03
H 2.46 -0.31 0.26 0.13
H -2.16 2.05 0.02 0.11
H 1.48 1.60 -2.13 -0.12
H -2.04 0.34 0.39 0.02
```

Computed properties:
charge	+1
HOMO level	-13.8	eV


(7)
ORCA calculation (the ωB97M-V functional and the def2-TZVPD basis) on a cluster of 2 separate species, C3H10NS in total in a non-equilibrium geometry.

Geometry as XYZ:
```
15
Properties=species:S:1:pos:R:3:lowdin_charge:R:1
S -0.38 2.98 1.41 -0.13
N 0.00 -0.75 -0.63 -0.19
C 0.41 -2.01 -1.19 -0.22
C -0.99 1.47 2.48 -0.65
C 0.73 0.43 -1.25 -0.13
H 1.52 -2.11 -1.08 0.08
H -0.21 0.64 2.27 0.00
H 0.10 -2.20 -2.35 0.10
H -0.83 1.80 3.49 -0.06
H 0.03 -2.85 -0.71 0.02
H 1.73 0.33 -0.97 0.04
H 0.22 1.33 -0.90 0.00
H -1.95 1.08 2.21 -0.05
H -0.99 -0.53 -0.41 0.10
H 0.62 0.37 -2.36 0.06
```

Computed properties:
charge	-1
HOMO level	-2.1	eV


(8)
ORCA calculation (the ωB97M-V functional and the def2-TZVPD basis) on a cluster of 2 separate species, C3H10NS in total in a non-equilibrium geometry.

Geometry as XYZ:
```
15
Properties=species:S:1:pos:R:3:lowdin_charge:R:1
S -2.49 1.98 0.07 -0.05
N 0.49 -1.41 -0.08 -0.02
C 0.87 -0.60 1.05 -0.36
C 2.44 -0.61 1.23 -0.12
C -2.88 1.51 -1.62 -0.81
H 1.22 -1.68 -0.71 0.04
H -2.29 2.16 -2.27 -0.04
H 0.22 -0.94 1.87 0.10
H 0.79 0.48 1.09 0.08
H 2.81 -0.01 2.06 0.05
H 2.73 -1.61 1.60 0.05
H -3.92 1.62 -1.97 -0.02
H 2.80 -0.46 0.22 0.06
H -0.22 -0.91 -0.62 0.06
H -2.56 0.49 -1.91 -0.03
```

Computed properties:
charge	-1
HOMO level	-2.1	eV


(9)
ORCA calculation (the ωB97M-V functional and the def2-TZVPD basis) on a structure of composition C3H10NS in a non-equilibrium geometry.

Geometry as XYZ:
```
15
Properties=species:S:1:pos:R:3:lowdin_charge:R:1
S 0.68 -0.60 -1.76 0.95
N -1.64 -0.22 -0.22 0.16
C 0.42 1.42 -0.18 -0.15
C 0.78 -0.83 0.98 -0.08
C 0.29 -0.06 -0.17 -0.78
H -0.05 -1.61 1.27 0.14
H 1.76 -1.34 0.75 0.11
H 1.55 1.72 0.04 0.16
H -1.89 0.57 0.30 0.08
H 1.27 -1.72 -1.61 -0.12
H 0.92 -0.11 1.82 0.10
H -2.16 -1.00 0.23 0.14
H -0.07 1.97 0.77 0.15
H -2.01 -0.08 -1.14 0.10
H 0.14 1.88 -1.09 0.06
```

Computed properties:
charge	+1
HOMO level	-14.4	eV


(10)
ORCA calculation (the ωB97M-V functional and the def2-TZVPD basis) on a cluster of 2 separate species, C3H10NS in total in a non-equilibrium geometry.

Geometry as XYZ:
```
15
Properties=species:S:1:pos:R:3:lowdin_charge:R:1
S -0.39 1.53 -0.09 0.71
N -1.84 -1.35 -0.49 0.14
C 0.98 1.32 1.12 -0.60
C 2.02 0.26 0.70 -0.15
C -1.77 -1.92 -1.64 0.13
H -2.60 -1.49 0.18 0.16
H 1.41 2.31 1.22 0.06
H -1.11 -0.49 -0.23 0.06
H -0.45 2.92 -0.14 -0.07
H 2.56 -0.13 1.55 0.07
H 1.29 -0.48 0.15 0.06
H -0.87 -1.77 -2.14 0.09
H 2.73 0.67 -0.05 0.09
H 0.62 1.06 2.14 0.08
H -2.59 -2.45 -2.28 0.17
```

Computed properties:
charge	+1
HOMO level	-13.2	eV


The relative energy (zero: lowest compared OMol25 entry of this formula, charge and spin) results, record by record, are as follows: 1.095; 0.111; 1.930; 4.046; 1.364; 1.499; 1.997; 1.551; 1.604; 2.258 eV.